(1)
The following is a quantum chemistry calculation of C2H5NO in the gas phase, from OMol25.

The geometry in XYZ format:
```
9
Properties=species:S:1:pos:R:3:forces:R:3:nbo_charge:R:1
C -1.15220 -0.56786 -0.35462 -0.3 -0.1 0.7 0.52
N 0.06284 -0.51488 0.25470 -0.4 1.3 -1.4 -0.63
C 0.89597 0.70546 0.08957 -0.6 -1.6 1.5 -0.43
O -1.77387 0.38737 -0.76717 0.3 -0.1 -0.4 -0.61
H -1.56495 -1.58812 -0.39639 -0.1 -0.1 0.1 0.10
H 0.31267 -1.26074 0.85532 0.5 -0.6 0.2 0.39
H 0.21139 1.51652 -0.13020 0.3 0.1 -0.3 0.24
H 1.67852 0.48369 -0.62968 -0.1 0.5 -0.2 0.20
H 1.32963 0.83857 1.07847 0.3 0.5 -0.1 0.20
```
Positions in Å, forces in eV/Å.

Output
Largest force on an atom ... 0.0449 Eh/bohr
Net charge ... 0
Total energy ... -209.1957 Eh
SMILES ... CNC=O
Energy relative to the best compared isomer or geometry (same formula, charge and spin) ... 69.9 kJ/mol
Kohn-Sham gap ... 10.75 eV
HOMO energy ... -9.81 eV

(2)
The following is a quantum chemistry calculation of a 2-piece molecular cluster, CH2N2 overall, from OMol25.

The geometry in XYZ format:
```
5
Properties=species:S:1:pos:R:3:forces:R:3:nbo_charge:R:1
C 0.67074 -0.02957 -0.27854 -0.1 0.9 7.4 -0.06
N 1.90692 0.60957 0.06387 0.1 1.2 -0.7 -0.05
N 1.95053 -0.59989 0.08299 -0.4 -1.2 -0.1 -0.06
H -0.37818 0.26385 1.25367 1.9 -0.9 -3.5 0.00
H 0.18246 -0.05090 -1.15243 -1.5 0.0 -3.1 0.18
```
Positions in Å, forces in eV/Å.

Output
Largest force on an atom ... 0.1455 Eh/bohr
Net charge ... 0
Total energy ... -148.6017 Eh
Energy relative to the best compared isomer or geometry (same formula, charge and spin) ... 516.9 kJ/mol
Kohn-Sham gap ... 10.37 eV
HOMO energy ... -10.26 eV

(3)
The following is a quantum chemistry calculation of C64H112AsF6N10O12S6 as an isolated structure, from OMol25.

The geometry in XYZ format:
```
211
Properties=species:S:1:pos:R:3:forces:R:3:lowdin_charge:R:1
As -0.35658 0.04796 -0.27038 -1.2 0.5 0.4 0.98
F 0.46367 -0.95777 -1.52991 -0.3 1.1 1.3 -0.28
F -1.30686 0.81209 -1.59812 0.9 -0.8 1.3 -0.29
F -1.32426 1.04576 0.92578 1.4 -1.3 -1.3 -0.29
F 0.60252 -0.77884 1.02440 -0.9 1.1 -1.4 -0.28
F 0.85315 1.38773 -0.39802 -1.2 -1.7 0.2 -0.28
F -1.59366 -1.26886 -0.10403 1.2 1.3 -0.2 -0.29
C -0.68969 -6.33926 -0.65317 -0.9 2.3 0.6 -0.05
C -0.66681 -4.89071 0.08967 1.6 -2.5 -0.6 -0.21
C -2.00806 -4.35536 0.52533 -0.2 0.5 0.2 -0.22
C -2.99505 -4.41850 -0.53748 -4.8 0.7 -5.7 -0.20
N -3.79866 -4.41106 -1.45295 4.6 -0.2 5.3 0.15
H 0.28135 -6.73983 -0.94429 0.1 0.0 0.6 0.05
H -1.22962 -6.22361 -1.59296 -0.2 0.0 0.0 0.05
H -1.29475 -6.95549 0.01185 0.4 -0.6 -0.2 0.07
H -0.12076 -4.18029 -0.53100 -0.4 0.2 -0.2 0.10
H -0.03414 -5.00874 0.96939 -0.1 0.1 0.2 0.08
H -1.81765 -3.32869 0.83809 -0.4 0.3 -0.4 0.09
H -2.50447 -4.77465 1.40047 0.5 -0.7 0.1 0.11
C 1.08546 2.14745 -5.55594 -0.9 1.2 -0.5 -0.10
C 0.01130 2.48075 -4.50485 1.5 0.3 1.5 -0.21
C 0.42629 3.80874 -3.71092 -1.4 -1.9 0.3 -0.16
C 0.51785 4.94288 -4.56567 0.5 0.5 -0.2 -0.28
N 0.61007 5.87967 -5.21354 0.0 0.6 -0.6 0.16
H 2.11168 2.24458 -5.20161 -0.1 -0.4 0.5 0.07
H 1.02049 2.97920 -6.25740 0.0 -0.2 -0.7 0.06
H 0.92956 1.19781 -6.06778 0.0 0.1 0.1 0.06
H -0.00531 1.66172 -3.78580 -0.1 0.2 0.4 0.07
H -1.02712 2.58908 -4.81795 0.3 0.0 -0.6 0.08
H 1.30985 3.68883 -3.08399 0.2 -0.1 -0.3 0.11
H -0.38076 4.05465 -3.02078 -0.1 -0.1 0.2 0.09
C -5.97278 -2.61810 0.59082 0.0 0.5 0.1 -0.09
C -6.92437 -2.22619 1.73259 0.2 -0.4 -0.7 -0.24
C -8.05119 -1.30709 1.35753 -0.9 0.9 -0.5 -0.20
C -7.69113 -0.04464 0.72313 0.3 -0.3 0.7 -0.21
N -7.38425 0.97330 0.30511 0.2 0.6 -0.5 0.17
H -6.43875 -3.25219 -0.16344 0.1 -0.4 0.3 0.08
H -5.05624 -3.03831 1.00491 -0.2 -0.5 -0.1 0.05
H -5.60598 -1.77287 0.00849 -0.1 0.5 0.2 0.05
H -6.34754 -1.80122 2.55403 -0.2 -0.1 0.1 0.11
H -7.50999 -3.08806 2.05246 0.7 -0.4 0.5 0.11
H -8.63692 -1.06599 2.24459 0.0 0.1 0.1 0.12
H -8.76621 -1.75040 0.66445 0.1 -0.5 0.0 0.12
C 5.04969 -1.77494 -3.66648 0.3 0.4 -0.9 -0.10
C 3.52870 -1.53315 -3.83966 0.4 -0.8 1.4 -0.20
C 2.72567 -2.60930 -3.03892 0.1 -0.8 -0.5 -0.17
C 2.95223 -4.00405 -3.47845 0.6 -2.8 -2.0 -0.22
N 3.12962 -5.10599 -3.86210 -0.5 3.3 1.3 0.15
H 5.66865 -0.93361 -3.97817 -0.3 0.6 0.1 0.06
H 5.48047 -2.52988 -4.32419 -0.5 -0.6 0.2 0.07
H 5.33272 -1.99398 -2.63691 -0.3 -0.2 0.0 0.05
H 3.14783 -1.50812 -4.86064 0.4 -0.1 -0.1 0.11
H 3.28709 -0.57315 -3.38344 -0.1 0.1 0.0 0.09
H 1.65350 -2.44121 -3.14045 0.0 0.1 0.1 0.08
H 2.98162 -2.71890 -1.98509 0.1 0.9 0.3 0.10
C 5.43092 2.33506 -1.56617 -0.4 -0.1 -0.1 -0.10
C 3.95330 2.03990 -1.18174 1.5 -1.5 0.2 -0.20
C 3.88731 0.61519 -0.49278 -1.0 1.4 0.1 -0.17
C 4.27767 0.68082 0.92111 0.8 -0.5 0.6 -0.21
N 4.63363 0.66158 2.02373 -0.4 0.1 -1.0 0.18
H 5.89470 1.53386 -2.14158 -0.4 -0.2 -0.3 0.06
H 6.09219 2.40895 -0.70282 -0.2 0.4 0.3 0.07
H 5.49691 3.23301 -2.18053 0.1 0.1 0.2 0.07
H 3.34230 1.96793 -2.08152 -0.1 0.3 0.1 0.09
H 3.58607 2.80162 -0.49397 -0.2 -0.1 -0.2 0.10
H 4.43197 -0.15520 -1.03865 0.2 0.2 0.2 0.08
H 2.84466 0.29907 -0.46015 0.0 -0.1 -0.1 0.08
C -2.75541 4.51117 -5.74949 0.9 -1.5 0.7 -0.13
C -4.08671 5.12477 -5.97023 -0.6 0.6 -1.1 -0.25
C -4.70260 5.07070 -7.41976 -0.3 -0.7 0.2 -0.16
C -4.78136 3.75819 -8.14565 0.1 -0.4 0.8 -0.22
N -4.85399 2.73149 -8.67318 0.1 1.0 0.3 0.12
H -2.05938 4.39051 -6.57959 -0.1 0.6 -0.2 0.09
H -2.91110 3.48678 -5.41115 0.0 -0.3 0.0 0.06
H -2.27329 4.98712 -4.89560 0.2 0.2 -0.2 0.06
H -4.02276 6.17639 -5.69075 -0.2 0.2 -0.3 0.10
H -4.75892 4.68302 -5.23465 -0.3 0.0 -0.3 0.09
H -4.24334 5.72760 -8.15845 0.3 0.3 0.4 0.11
H -5.73061 5.40784 -7.28694 -0.1 0.0 -0.3 0.10
C -4.87219 -0.37586 -4.43797 -1.7 0.0 -0.3 -0.10
C -4.65977 -0.47253 -2.93974 1.4 0.5 -0.9 -0.25
C -5.33469 0.67977 -2.18672 -0.3 -1.8 0.2 -0.20
C -4.96178 2.03804 -2.56192 0.0 1.8 -0.3 -0.13
N -4.74957 3.14743 -2.86046 -0.5 -2.7 0.4 0.18
H -4.32639 -1.04470 -5.10344 0.5 0.2 0.4 0.07
H -4.89243 0.65455 -4.79285 0.8 0.1 -0.1 0.07
H -5.91931 -0.63150 -4.60012 -0.3 -0.3 -0.2 0.07
H -3.58618 -0.43060 -2.75597 0.1 -0.2 0.3 0.09
H -5.05387 -1.41725 -2.56521 0.1 0.1 0.2 0.10
H -5.18842 0.40401 -1.14238 0.2 1.0 0.3 0.09
H -6.39768 0.47581 -2.31542 -0.3 0.9 -0.2 0.11
C -2.79799 -2.96305 3.80047 -0.3 0.6 0.3 -0.19
C -2.61275 -3.01456 5.33720 0.2 0.9 0.1 -0.22
C -3.32998 -1.84671 5.93548 -1.5 1.6 -0.7 -0.23
S -3.19002 -0.43674 4.75711 -1.0 -0.9 -1.0 0.75
O -2.03744 0.33911 5.18389 -0.8 0.4 -0.2 -0.35
O -4.55404 0.13490 4.52165 2.9 -0.8 0.4 -0.36
C -2.61757 -1.48894 3.30399 0.0 -0.9 0.1 -0.18
H -3.81220 -3.27844 3.55553 -0.2 -0.1 0.0 0.10
H -2.12510 -3.67385 3.32079 0.1 0.3 -0.1 0.09
H -1.58269 -2.83728 5.64650 0.2 -1.0 -0.3 0.09
H -3.10652 -3.87716 5.78468 0.8 -0.4 -0.2 0.12
H -2.98493 -1.40333 6.86953 0.2 -0.4 0.0 0.11
H -4.39769 -2.06010 5.98594 -0.1 0.3 0.2 0.10
H -1.58775 -1.33376 2.98229 0.3 0.5 0.9 0.08
H -3.11165 -1.28238 2.35461 -0.8 0.2 0.4 0.08
C 3.37436 -5.82204 -0.70576 -0.4 -0.2 -0.3 -0.23
C 3.24484 -5.45032 0.75889 0.0 0.8 0.5 -0.24
C 4.33871 -6.14738 1.51698 0.3 -1.3 0.3 -0.20
S 4.61968 -7.73185 0.61910 2.5 0.9 -1.8 0.70
O 4.16675 -8.86845 1.36857 -0.3 -0.2 0.4 -0.33
O 5.99999 -7.74213 0.07743 -1.9 0.0 1.0 -0.36
C 3.47923 -7.34859 -0.73880 -0.2 0.0 0.9 -0.21
H 4.24200 -5.36074 -1.17744 0.0 0.0 0.0 0.11
H 2.46504 -5.49292 -1.20866 0.2 0.0 -0.3 0.09
H 2.25055 -5.66936 1.14813 0.0 -0.3 0.0 0.10
H 3.39162 -4.38738 0.95048 -0.2 0.2 -0.4 0.10
H 4.09022 -6.46886 2.52841 0.0 0.3 0.1 0.10
H 5.26515 -5.57388 1.48696 0.1 -0.3 0.0 0.09
H 2.56271 -7.78475 -0.34149 -0.3 0.0 -0.3 0.09
H 3.74910 -7.84844 -1.66907 0.3 0.2 0.2 0.11
C 2.92632 -1.74249 4.71587 -1.3 -0.1 -0.8 -0.18
C 3.80874 -3.00317 4.64526 -0.1 -0.2 -0.1 -0.23
C 3.00644 -4.14297 5.22733 -1.1 0.0 -0.2 -0.22
S 1.27102 -3.96400 4.61519 0.6 1.1 1.2 0.74
O 0.43649 -4.02235 5.84698 0.9 0.2 -2.4 -0.37
O 1.01140 -4.82967 3.46451 -0.1 0.6 1.0 -0.36
C 1.58082 -2.21449 4.00788 0.7 0.3 -0.2 -0.18
H 3.43187 -0.95059 4.16322 -0.4 0.1 -0.3 0.09
H 2.63235 -1.26450 5.65034 0.6 -0.6 0.5 0.10
H 4.77306 -3.00549 5.15336 0.0 0.6 0.1 0.12
H 4.02972 -3.14800 3.58776 0.0 -0.2 -0.2 0.10
H 2.95406 -3.92571 6.29418 -0.3 -0.6 0.1 0.10
H 3.26428 -5.17783 5.00221 0.4 0.2 0.1 0.10
H 0.71380 -1.55419 4.02710 -0.1 -0.1 1.1 0.08
H 1.73007 -2.18774 2.92848 0.3 -0.9 -0.2 0.08
C -4.20407 2.41133 2.22184 1.2 0.5 0.6 -0.21
C -4.19875 3.39095 1.02020 -0.5 1.2 1.2 -0.19
C -3.67323 4.79736 1.54288 -0.7 -0.7 0.8 -0.18
S -4.21926 4.94984 3.34551 0.4 -0.8 -1.9 0.73
O -5.46170 5.74609 3.39138 1.7 -1.0 0.5 -0.37
O -2.99814 5.28335 4.09241 -1.4 0.2 -0.1 -0.38
C -4.56625 3.11502 3.58627 -0.3 1.2 -1.2 -0.18
H -3.17850 2.05527 2.31933 0.2 -0.1 0.2 0.08
H -4.77269 1.50857 1.99870 -0.4 0.3 0.3 0.09
H -5.23097 3.47690 0.68072 -0.1 0.4 -0.1 0.10
H -3.65291 2.98687 0.16762 0.3 0.1 0.2 0.08
H -4.05117 5.69023 1.04482 -0.2 -0.2 -0.2 0.09
H -2.59391 4.91891 1.63449 0.0 -0.4 -0.2 0.07
H -5.63706 3.12714 3.78949 0.1 -0.4 0.2 0.09
H -3.95837 2.82859 4.44448 -0.2 -0.2 -0.2 0.08
C 8.18591 -2.15929 2.00477 0.2 0.4 0.5 -0.21
C 8.47067 -1.02285 1.00009 -0.2 -0.3 -0.9 -0.19
C 7.30376 -1.03358 -0.02819 0.3 0.2 -0.2 -0.20
S 6.30558 -2.54253 0.24306 -0.2 0.3 0.8 0.68
O 6.87385 -3.72772 -0.40598 -0.5 1.6 0.6 -0.31
O 4.90174 -2.19716 0.03754 0.7 -0.7 -0.1 -0.36
C 6.70978 -2.53763 2.02237 -0.3 -0.8 -1.0 -0.22
H 8.44888 -1.86363 3.02041 0.4 -0.1 -0.1 0.12
H 8.82054 -2.96920 1.64508 -0.4 -0.5 0.6 0.12
H 9.39800 -1.20486 0.45692 0.1 -0.3 0.2 0.11
H 8.65143 -0.06471 1.48734 -0.7 0.1 -0.1 0.11
H 7.55060 -1.07136 -1.08921 0.5 0.0 0.1 0.10
H 6.71854 -0.12652 0.12299 -0.6 -0.4 0.0 0.07
H 6.49668 -3.51774 2.44907 0.3 -0.2 -0.2 0.10
H 5.98968 -1.86718 2.49148 0.4 0.6 -0.1 0.09
C 0.42436 2.52219 3.82004 0.5 0.8 0.3 -0.21
C 1.74324 2.24962 3.08949 0.6 -0.5 0.8 -0.22
C 2.88704 3.00428 3.86810 -1.0 0.2 -0.1 -0.19
S 2.56658 2.64209 5.66939 -0.3 -1.5 -1.8 0.74
O 2.78932 3.79091 6.53986 -0.2 -0.9 -0.7 -0.36
O 3.22461 1.34928 5.97848 -0.9 1.7 -0.1 -0.38
C 0.71300 2.34467 5.32505 0.5 0.3 0.8 -0.17
H -0.37386 1.91942 3.38690 0.1 -0.4 0.5 0.10
H 0.07628 3.54222 3.65730 0.3 0.2 0.0 0.09
H 1.66682 2.42664 2.01668 0.3 0.5 0.1 0.09
H 1.86320 1.16816 3.15393 0.5 -0.2 0.1 0.09
H 2.71242 4.07100 3.72767 -0.1 0.2 0.2 0.07
H 3.93233 2.84769 3.60173 -0.2 -0.6 0.1 0.08
H 0.27626 3.10552 5.97195 -0.3 0.0 -0.2 0.09
H 0.45007 1.36900 5.73375 0.2 0.0 -0.1 0.08
N 1.84629 7.01199 2.89405 0.9 -0.6 -1.4 0.00
C 2.91903 6.75253 2.00655 -1.9 -0.1 0.6 -0.10
C 2.46766 5.72313 1.19544 1.4 0.1 -0.8 -0.15
C 1.21393 5.27404 1.57760 -1.9 2.0 2.2 -0.12
C 0.80261 6.16361 2.61079 0.9 -0.8 -0.3 -0.11
H 1.75774 7.86576 3.42635 0.1 -0.4 0.1 0.14
H 3.83402 7.32043 2.08837 -0.2 -0.1 -0.3 0.10
H 2.90438 5.34477 0.28301 0.7 0.0 0.3 0.09
H 0.60319 4.47959 1.17483 0.2 0.1 -0.1 0.09
H -0.04476 6.21844 3.27814 -0.3 -0.2 -0.4 0.11
N -3.15758 5.27572 -1.99259 0.7 -0.7 0.6 0.01
C -3.43842 6.56975 -2.29022 -1.0 0.2 0.0 -0.15
C -2.53391 7.38827 -1.64859 -0.1 -0.8 -0.2 -0.10
C -1.64559 6.50026 -1.00517 1.0 0.2 1.1 -0.13
C -2.06439 5.20278 -1.18143 0.2 0.8 -0.6 -0.17
H -3.61780 4.40681 -2.22346 -0.6 0.6 -0.6 0.04
H -4.35662 6.79845 -2.81078 0.2 0.1 -0.1 0.10
H -2.52610 8.46587 -1.57705 0.0 -0.1 -0.3 0.09
H -0.80024 6.82219 -0.41512 0.1 -0.2 0.0 0.08
H -1.67714 4.24063 -0.88027 0.1 0.1 0.1 0.11
N -0.78448 -2.10443 -3.76852 0.2 1.8 -1.6 0.02
C -0.79908 -1.27725 -4.86230 -0.9 0.0 -0.9 -0.13
C -1.27899 -2.00419 -5.95018 0.8 0.5 -0.1 -0.12
C -1.44965 -3.34468 -5.54393 0.0 0.7 1.6 -0.09
C -1.17367 -3.32381 -4.17557 -0.4 -1.9 0.4 -0.15
H -0.57022 -1.63084 -2.90254 -0.1 -1.1 0.5 0.09
H -0.60950 -0.22265 -4.72706 0.0 -0.1 -0.2 0.08
H -1.44037 -1.67119 -6.96481 0.1 0.3 0.1 0.09
H -1.81020 -4.16238 -6.15037 0.1 0.0 0.3 0.09
H -1.28380 -4.08787 -3.42028 0.0 -0.2 -0.2 0.09
```
Positions in Å, forces in eV/Å.

Output
Largest force on an atom ... 0.1454 Eh/bohr
Net charge ... -1
Total energy ... -9180.3831 Eh
Kohn-Sham gap ... 7.82 eV
HOMO energy ... -6.35 eV

Number 1: lowest unoccupied orbital energy 0.948 eV. Number 2: lowest unoccupied orbital energy 0.115 eV. Number 3: lowest unoccupied orbital energy 1.473 eV.